No. 1
The following is a quantum chemistry calculation of C4H7CuO3 as an isolated structure, from OMol25.

Results
**Total charge**: -1
**LUMO level (alpha / beta)**: 3.813 / 3.689 eV
**Calculated total energy**: -2022.605349 hartree
**Kohn-Sham gap (alpha / beta)**: 5.811 / 7.155 eV
**HOMO (alpha / beta)**: -2.0 / -3.5 eV
**<S²>**: 0.75
**2S+1**: 2

```
15
C4H7CuO3 | OMol25 | ωB97M-V/def2-TZVPD
O 0.02 -1.52 -0.19
Cu -0.84 -0.37 -4.03
O -0.56 -1.86 -2.32
C -0.53 -1.17 -1.28
O -0.66 0.15 -1.53
C -0.50 1.15 -0.46
H -0.17 2.04 -1.01
H -1.40 1.00 0.16
C 0.86 0.11 0.65
C 0.23 0.00 2.03
H 1.85 0.48 1.00
H 1.44 0.08 -0.28
H 0.37 -1.01 2.45
H 0.72 0.69 2.74
H -0.85 0.23 2.06
```

What are the Mulliken partial charges on each atom? They are as follows, in elementary charge units: number 1, O, carries -0.55; number 2, Cu, carries -0.07; number 3, O, carries -0.59; number 4, C, carries 0.40; number 5, O, carries -0.21; number 6, C, carries -0.61; number 7, H, carries 0.25; number 8, H, carries 0.30; number 9, C, carries -0.12; number 10, C, carries -1.10; number 11, H, carries 0.13; number 12, H, carries 0.34; number 13, H, carries 0.26; number 14, H, carries 0.33; number 15, H, carries 0.23



No. 2
The following is a quantum chemistry calculation of C4H7F as an isolated structure, from OMol25.

Results
**LUMO level**: 0.876 eV
**Calculated total energy**: -256.324648 hartree
**Kohn-Sham gap**: 10.343 eV
**HOMO**: -9.5 eV

```
12
C4H7F | OMol25 | ωB97M-V/def2-TZVPD
C 0.70 1.45 0.90
C 0.35 0.56 -0.22
C -0.68 -0.16 -0.09
C -0.58 -1.51 -0.81
H -0.21 1.70 1.34
H 1.14 0.47 1.81
H 1.33 2.47 0.61
H 1.10 0.60 -1.00
H -1.39 0.07 0.45
H -0.39 -2.35 0.05
H 0.30 -1.58 -1.38
F -1.67 -1.71 -1.67
```

What are the Mulliken partial charges on each atom? They are as follows, in elementary charge units: number 1, C, carries -0.91; number 2, C, carries -0.22; number 3, C, carries -0.47; number 4, C, carries -0.25; number 5, H, carries 0.31; number 6, H, carries 0.20; number 7, H, carries 0.26; number 8, H, carries 0.33; number 9, H, carries 0.57; number 10, H, carries 0.20; number 11, H, carries 0.26; number 12, F, carries -0.29



No. 3
The following is a quantum chemistry calculation of one molecule with the formula C4H7F, from OMol25.

Results
**LUMO level**: 1.124 eV
**Structure (SMILES)**: FCC1CC1
**Calculated total energy**: -256.365437 hartree
**Kohn-Sham gap**: 11.243 eV
**HOMO**: -10.1 eV

```
12
C4H7F | OMol25 | ωB97M-V/def2-TZVPD
C -0.83 0.98 0.54
C 0.41 0.45 -0.06
C 0.71 -1.05 0.19
C 0.03 -0.66 -0.98
H -1.03 1.94 -0.04
H -1.73 0.38 0.45
H 1.20 1.15 -0.55
H 1.78 -1.09 -0.10
H 0.28 -1.47 1.25
H 0.77 -0.70 -1.74
H -1.04 -1.15 -0.91
F -0.54 1.21 1.97
```

What are the Mulliken partial charges on each atom? They are as follows, in elementary charge units: number 1, C, carries -0.44; number 2, C, carries -0.09; number 3, C, carries -0.28; number 4, C, carries -0.59; number 5, H, carries 0.25; number 6, H, carries 0.24; number 7, H, carries 0.27; number 8, H, carries 0.23; number 9, H, carries 0.23; number 10, H, carries 0.28; number 11, H, carries 0.22; number 12, F, carries -0.32



No. 4
The following is a quantum chemistry calculation of C4H7F as an isolated structure, from OMol25.

Results
**LUMO level**: 0.543 eV
**Calculated total energy**: -256.147735 hartree
**Kohn-Sham gap**: 9.898 eV
**HOMO**: -9.4 eV

```
12
C4H7F | OMol25 | ωB97M-V/def2-TZVPD
C 0.10 1.41 0.06
C -0.94 0.53 0.35
C -0.63 -0.66 0.09
C 0.61 -1.33 -0.62
H -0.29 2.17 1.10
H 0.23 2.20 -1.19
H 1.39 0.99 0.28
H -1.67 1.04 1.32
H 0.23 -2.58 -1.02
H 1.04 -0.45 -1.55
H 1.27 -1.53 0.64
F -1.33 -1.80 0.53
```

What are the Mulliken partial charges on each atom? They are as follows, in elementary charge units: number 1, C, carries -0.69; number 2, C, carries 0.09; number 3, C, carries 0.16; number 4, C, carries -0.86; number 5, H, carries 0.20; number 6, H, carries 0.18; number 7, H, carries 0.25; number 8, H, carries 0.19; number 9, H, carries 0.30; number 10, H, carries 0.25; number 11, H, carries 0.23; number 12, F, carries -0.29



> Which of these has the lowest calculated total energy?

C4H7CuO3



> Look up the calculated total energy of the second one.

-256.324648 hartree



> Among the records above, which one has the highest calculated total energy?

number 4



Repeat the first record exactly.
The following is a quantum chemistry calculation of C4H7CuO3 as an isolated structure, from OMol25.

Results
**Total charge**: -1
**LUMO level (alpha / beta)**: 3.813 / 3.689 eV
**Calculated total energy**: -2022.605349 hartree
**Kohn-Sham gap (alpha / beta)**: 5.811 / 7.155 eV
**HOMO (alpha / beta)**: -2.0 / -3.5 eV
**<S²>**: 0.75
**2S+1**: 2

```
15
C4H7CuO3 | OMol25 | ωB97M-V/def2-TZVPD
O 0.02 -1.52 -0.19
Cu -0.84 -0.37 -4.03
O -0.56 -1.86 -2.32
C -0.53 -1.17 -1.28
O -0.66 0.15 -1.53
C -0.50 1.15 -0.46
H -0.17 2.04 -1.01
H -1.40 1.00 0.16
C 0.86 0.11 0.65
C 0.23 0.00 2.03
H 1.85 0.48 1.00
H 1.44 0.08 -0.28
H 0.37 -1.01 2.45
H 0.72 0.69 2.74
H -0.85 0.23 2.06
```

What are the Mulliken partial charges on each atom? They are as follows, in elementary charge units: number 1, O, carries -0.55; number 2, Cu, carries -0.07; number 3, O, carries -0.59; number 4, C, carries 0.40; number 5, O, carries -0.21; number 6, C, carries -0.61; number 7, H, carries 0.25; number 8, H, carries 0.30; number 9, C, carries -0.12; number 10, C, carries -1.10; number 11, H, carries 0.13; number 12, H, carries 0.34; number 13, H, carries 0.26; number 14, H, carries 0.33; number 15, H, carries 0.23